Formula: C32H49ClIrNO2PS2
Source: the OMol25 dataset
Level of theory: wB97M-V/def2-TZVPD

Structure (XYZ):
```
89
Properties=species:S:1:pos:R:3:forces:R:3:mulliken_spin:R:1
Ir -0.0281 -0.3696 1.1686 4.176 -1.258 0.064 0.7026
Cl 0.9846 -0.8136 3.2273 0.469 -0.818 0.406 0.0661
P 0.0679 0.2334 -1.1070 0.342 -0.528 0.047 -0.0858
C -1.7260 0.2892 1.3066 -5.276 2.082 0.618 1.1481
H -2.6559 -0.2879 1.2733 0.024 0.348 0.007 -0.0036
H -1.8492 1.3569 1.5256 -0.585 -0.209 -0.140 -0.0359
C 1.8920 0.4804 -1.3627 -0.115 -0.095 -0.339 0.0567
C -0.7674 1.8807 -1.3473 0.261 -0.224 -0.251 0.0316
C 2.4349 0.5899 -2.7962 0.233 0.144 0.219 0.0269
H 2.0463 1.4375 -0.8434 0.110 0.041 -0.071 0.0184
C 3.9312 0.9400 -2.7699 -0.033 -0.124 -0.044 0.0101
H 2.3052 -0.3687 -3.3147 0.018 0.084 0.073 0.0027
H 1.8840 1.3421 -3.3671 0.057 -0.060 0.020 -0.0057
C 4.7316 -0.0978 -1.9733 -0.010 0.103 0.073 0.0064
H 4.3113 1.0116 -3.7961 -0.003 0.005 0.102 -0.0023
H 4.0582 1.9299 -2.3106 -0.012 -0.101 -0.036 -0.0019
C 4.1776 -0.2475 -0.5511 -0.083 -0.054 -0.272 0.0139
H 4.6762 -1.0676 -2.4889 -0.008 0.092 0.048 -0.0005
H 5.7906 0.1835 -1.9395 -0.105 -0.022 -0.033 -0.0024
C 2.6810 -0.5818 -0.5695 0.391 0.240 0.082 -0.0214
H 4.7234 -1.0247 -0.0041 -0.064 0.115 -0.058 0.0010
H 4.3166 0.6913 0.0008 0.010 -0.095 -0.047 -0.0031
H 2.5248 -1.5736 -1.0144 0.006 0.050 0.004 -0.0055
H 2.3233 -0.6289 0.4721 0.058 -0.019 -0.347 -0.0179
C -0.6185 -0.8621 -2.4590 0.135 0.296 -0.222 0.0377
C -2.2873 1.7383 -1.5397 -0.107 0.089 0.155 -0.0669
H -0.6020 2.3203 -0.3553 -0.213 0.059 -0.106 0.0795
C -2.9641 3.1100 -1.4109 0.112 -0.055 -0.140 -0.0017
H -2.5202 1.3173 -2.5255 0.060 0.090 0.055 -0.0032
H -2.6952 1.0459 -0.7921 0.146 0.143 -0.084 0.0400
C -2.3671 4.1109 -2.4086 0.022 -0.025 0.106 0.0016
H -4.0445 3.0089 -1.5689 0.123 0.026 0.025 -0.0003
H -2.8202 3.4847 -0.3886 -0.018 -0.057 -0.095 0.0066
C -0.8490 4.2308 -2.2272 -0.004 -0.089 -0.086 -0.0012
H -2.5855 3.7742 -3.4327 0.034 0.026 0.098 -0.0003
H -2.8409 5.0924 -2.2897 0.061 -0.096 -0.025 -0.0002
C -0.1531 2.8659 -2.3566 -0.167 0.117 0.171 0.0027
H -0.4300 4.9295 -2.9612 -0.054 -0.050 0.091 0.0001
H -0.6339 4.6419 -1.2317 -0.032 -0.034 -0.099 0.0009
H -0.2557 2.5018 -3.3857 0.019 0.041 0.114 -0.0010
H 0.9166 2.9842 -2.1570 -0.085 0.005 -0.052 0.0005
C 0.0704 -2.2359 -2.5585 -0.129 0.082 -0.030 0.0496
H -1.6554 -1.0300 -2.1258 0.076 0.023 -0.010 -0.0030
C -0.6805 -3.1620 -3.5261 0.067 0.098 -0.005 -0.0013
H 1.0991 -2.0963 -2.9140 -0.086 -0.033 0.024 -0.0060
H 0.1314 -2.7123 -1.5802 -0.012 0.048 -0.153 -0.0124
C -0.8119 -2.5354 -4.9180 -0.048 0.042 0.094 0.0003
H -0.1642 -4.1273 -3.5860 -0.070 0.104 -0.004 0.0000
H -1.6821 -3.3618 -3.1193 0.103 0.024 -0.044 -0.0004
C -1.4590 -1.1493 -4.8295 0.115 0.035 -0.002 0.0029
H 0.1873 -2.4381 -5.3662 -0.101 -0.001 0.055 0.0002
H -1.3943 -3.1888 -5.5780 0.064 0.068 0.065 0.0005
C -0.6892 -0.2322 -3.8670 -0.150 -0.229 0.022 0.0052
H -1.5046 -0.6833 -5.8211 -0.014 -0.078 0.082 0.0008
H -2.4954 -1.2510 -4.4768 0.111 0.002 -0.029 0.0002
H 0.3248 -0.0793 -4.2499 -0.085 -0.018 0.004 -0.0006
H -1.1690 0.7469 -3.8347 0.067 -0.149 -0.029 -0.0086
C 0.0659 -2.8024 0.9176 0.349 0.479 -0.198 0.0151
C -1.2461 -2.4307 0.7029 -0.069 0.376 0.166 0.1260
H 0.7829 -2.7088 0.1057 -0.141 -0.183 0.156 0.0322
C -2.3325 -2.8232 1.6710 -0.018 -0.018 0.041 -0.0222
H -1.5649 -2.1354 -0.2922 0.015 -0.065 0.107 -0.0049
C -1.7739 -3.1990 3.0458 0.062 -0.008 -0.130 0.0071
H -3.0821 -2.0273 1.7601 0.157 -0.091 0.004 0.0031
H -2.8699 -3.6820 1.2368 0.059 0.027 0.064 0.0105
C -0.6667 -4.2456 2.8847 0.008 0.109 -0.048 -0.0034
H -1.3633 -2.3044 3.5274 -0.050 -0.069 -0.056 0.0001
H -2.5791 -3.5846 3.6811 0.086 0.035 -0.061 0.0006
C 0.5039 -3.7004 2.0483 0.030 0.012 0.103 0.0130
H -0.2963 -4.5688 3.8632 -0.033 0.037 -0.107 0.0007
H -1.0897 -5.1327 2.3929 0.021 0.071 0.036 0.0000
H 1.2111 -3.1665 2.6895 -0.111 -0.078 -0.090 -0.0002
H 1.0583 -4.5323 1.5911 -0.078 0.075 0.063 0.0038
O 2.8673 3.6914 5.8404 -2.227 -3.248 1.353 0.0549
S 2.3430 2.2580 5.6728 5.531 1.295 -5.524 0.0721
O 3.5111 1.2640 5.7330 -3.474 1.706 1.787 0.0297
N 2.1659 2.2887 3.9299 1.189 0.622 0.571 0.3261
C 0.9749 2.0150 3.5223 -2.666 -0.085 0.966 0.1715
S 0.6581 1.9730 1.7301 0.231 -1.709 1.496 0.7848
C 0.0178 1.7331 4.6311 0.121 0.305 -3.272 0.1086
C -1.3394 1.3926 4.5728 -0.587 -0.200 1.765 -0.0411
C -2.0330 1.1139 5.7610 0.731 0.295 -1.162 0.0612
C -1.3744 1.1828 6.9993 0.997 0.223 0.347 0.0917
C -0.0202 1.5379 7.0555 -1.010 -0.269 -0.086 -0.0137
C 0.6474 1.8065 5.8611 1.058 0.189 2.230 0.1407
H -1.8665 1.3289 3.6485 -0.075 -0.070 -0.598 -0.0103
H -3.0794 0.8383 5.7222 -0.002 0.016 -0.050 0.0052
H -1.9150 0.9610 7.9111 0.068 0.012 0.024 0.0146
H 0.4951 1.5936 8.0044 0.026 0.009 0.030 0.0020
```
Forces are in eV/Å.

E ... -85881.12437 eV
E_HOMO (spin up / spin down) ... -1.872 / -5.415 eV
Spin multiplicity ... 5
Relative energy (zero: lowest compared OMol25 entry of this formula, charge and spin) ... 0.0 kJ/mol
Charge ... -1



Formula: C46H47AsI2IrNO7PS
Source: the OMol25 dataset
Level of theory: wB97M-V/def2-TZVPD

Structure (XYZ):
```
107
Properties=species:S:1:pos:R:3:forces:R:3:mulliken_spin:R:1
Ir -2.2677 -0.6323 0.4416 -0.769 1.028 -0.830 0.5946
I -2.1065 -3.5116 0.2513 0.288 -0.107 0.380 0.0999
C -3.7164 -3.6215 1.6319 -0.065 -0.208 0.032 -0.0041
I -4.4256 -1.6770 2.0884 0.027 0.072 -0.017 0.0149
H -3.3407 -4.0679 2.5454 0.016 0.020 0.028 -0.0004
H -4.5231 -4.2036 1.2034 -0.017 0.028 -0.036 0.0012
C -5.5945 -2.7242 -5.2449 -0.028 0.007 0.053 0.0002
O -6.1017 -1.4283 -4.8994 0.056 -0.073 0.015 -0.0003
C -5.6480 -0.8233 -3.8130 0.030 -0.139 0.007 0.0012
C -6.1697 0.4780 -3.5866 -0.141 0.002 -0.160 -0.0005
C -5.7204 1.1926 -2.5363 -0.048 0.159 0.287 0.0037
C -4.7229 0.6722 -1.6546 -0.194 0.173 0.064 -0.0084
C -4.1945 1.4195 -0.6086 0.061 0.356 0.115 0.0108
C -4.8014 2.7246 -0.1884 0.368 0.066 0.018 -0.0027
O -3.1495 1.0937 0.0605 -0.043 0.386 0.740 -0.0111
C -4.2472 -0.6258 -1.8638 0.390 -0.438 -0.036 0.0310
O -3.3692 -1.2283 -1.0717 -0.193 -0.547 -0.638 -0.0104
C -4.7243 -1.3746 -2.9384 0.126 -0.338 0.002 -0.0158
H -6.0244 -2.9633 -6.2099 -0.040 0.019 -0.023 -0.0001
H -5.9046 -3.4681 -4.5111 -0.023 0.024 0.035 0.0000
H -4.5070 -2.7061 -5.3212 0.015 0.044 -0.014 -0.0001
H -6.9206 0.8675 -4.2616 0.071 -0.051 -0.014 0.0001
H -6.1209 2.1841 -2.3688 0.073 -0.023 0.036 0.0002
H -4.6692 3.4694 -0.9767 -0.069 -0.021 0.010 0.0004
H -4.3071 3.0809 0.7121 -0.020 0.000 -0.015 -0.0006
H -5.8668 2.5980 0.0009 -0.002 0.017 -0.053 -0.0001
H -4.3361 -2.3777 -3.0538 -0.055 0.057 -0.084 0.0017
C 5.1940 0.2245 3.3420 -0.045 -0.131 0.068 0.0000
C 4.0785 -0.7269 3.6882 0.076 0.063 -0.080 0.0000
C 3.5953 -1.6494 2.7580 -0.087 -0.038 -0.041 0.0003
C 2.5532 -2.5099 3.0790 0.013 0.109 0.081 -0.0009
C 1.9932 -2.4420 4.3490 0.067 0.131 0.040 -0.0012
C 2.4640 -1.5370 5.2947 -0.013 -0.065 -0.026 0.0000
C 3.5046 -0.6894 4.9571 -0.034 0.083 0.030 0.0002
S 0.6754 -3.5156 4.8049 -0.044 -0.336 0.097 0.0003
O 0.7899 -4.7182 4.0355 0.061 0.126 -0.025 0.0000
O 0.5934 -3.5006 6.2317 -0.045 -0.083 -0.051 0.0000
N -0.7205 -2.8237 4.2615 -0.251 0.542 0.118 0.0013
C -1.2229 -1.6062 4.9117 0.139 -0.138 -0.284 -0.0001
C -0.8113 -0.2735 4.2316 0.054 -0.273 -0.009 -0.0069
C -1.1762 -0.2819 2.7874 0.002 0.478 0.138 -0.0208
O -1.9378 0.5863 2.2700 0.216 -0.568 -0.277 0.1368
O -0.8047 -1.2043 1.9885 0.098 -0.081 -0.131 0.1307
H 5.7671 -0.1255 2.4865 -0.001 0.019 -0.071 0.0000
H 5.8756 0.3481 4.1846 -0.038 0.007 -0.033 0.0000
H 4.7869 1.2087 3.1013 0.037 0.027 -0.025 0.0000
H 4.0589 -1.7101 1.7775 -0.029 0.033 0.070 0.0001
H 2.1913 -3.2531 2.3763 0.082 0.028 0.045 0.0009
H 2.0321 -1.5284 6.2888 0.067 -0.020 -0.056 0.0000
H 3.8889 0.0054 5.6965 -0.012 -0.043 -0.042 0.0000
H -0.7072 -2.7576 3.2517 0.004 -0.163 -0.010 0.0019
H -0.8763 -1.6290 5.9424 -0.039 0.125 0.035 -0.0006
H -2.3128 -1.6468 4.9313 -0.025 -0.093 0.057 0.0006
H 0.2631 -0.1008 4.3252 0.030 -0.049 -0.039 0.0005
H -1.3481 0.5515 4.6954 0.080 0.058 0.063 0.0044
C 0.7418 1.1718 -0.6595 -0.348 -0.154 0.240 -0.0109
C 1.5731 1.4862 -1.9041 -0.124 -0.196 0.216 0.0004
As 2.9626 2.8795 -1.6575 0.110 0.410 -0.563 -0.0015
C 2.4188 3.6658 0.0328 0.216 -0.204 0.252 0.0002
C 2.8898 3.1960 1.2590 -0.236 0.102 0.053 -0.0002
C 2.5434 3.8501 2.4362 0.071 -0.045 -0.087 -0.0001
C 1.7468 4.9877 2.3909 -0.027 -0.002 -0.009 0.0000
C 1.2672 5.4527 1.1730 0.007 0.003 -0.023 -0.0002
C 1.6077 4.7969 -0.0052 -0.053 -0.026 0.079 0.0001
C 4.4814 1.7867 -1.1483 -0.131 -0.181 0.117 -0.0003
C 5.7115 2.4364 -1.0988 0.090 -0.087 0.071 0.0000
C 6.8694 1.7274 -0.8058 -0.019 0.066 -0.063 0.0002
C 6.8079 0.3587 -0.5794 0.068 0.022 0.037 -0.0001
C 5.5866 -0.2950 -0.6268 -0.149 -0.040 -0.061 0.0000
C 4.4259 0.4144 -0.9210 0.099 0.005 0.170 0.0002
P -0.5827 -0.0239 -1.0993 0.245 -0.036 -0.126 0.0625
C -1.4142 0.7223 -2.5045 -0.251 0.003 0.029 -0.0003
C -1.6867 2.0941 -2.4297 0.118 0.002 -0.057 0.0020
C -2.3231 2.7337 -3.4771 -0.042 0.006 -0.064 -0.0006
C -2.6953 2.0129 -4.6094 0.010 0.038 0.031 -0.0011
C -2.4554 0.6490 -4.6741 -0.034 -0.027 -0.011 -0.0010
C -1.8400 -0.0045 -3.6139 0.018 0.064 0.013 0.0036
C 0.3374 -1.4990 -1.5850 -0.170 -0.302 0.199 -0.0129
C 0.7554 -2.3382 -0.5402 0.083 0.064 -0.133 0.0023
C 1.4653 -3.4989 -0.8167 -0.011 0.022 -0.032 0.0006
C 1.7684 -3.8275 -2.1331 0.002 0.012 0.022 -0.0015
C 1.4024 -2.9724 -3.1643 0.024 -0.033 -0.010 -0.0002
C 0.6905 -1.8111 -2.8987 0.020 0.057 0.038 0.0046
H 0.2922 2.0717 -0.2361 0.031 -0.006 0.078 -0.0024
H 1.3368 0.6994 0.1259 0.025 0.051 0.055 -0.0023
H 0.9452 1.8486 -2.7113 -0.079 0.087 -0.046 -0.0002
H 2.0891 0.6037 -2.2810 -0.028 -0.035 0.002 0.0001
H 3.5338 2.3258 1.2900 0.045 -0.021 0.012 0.0001
H 2.9141 3.4837 3.3867 0.012 0.044 -0.028 0.0001
H 1.5209 5.5264 3.3030 -0.048 -0.049 -0.030 0.0000
H 0.6525 6.3442 1.1372 0.036 -0.030 0.002 0.0000
H 1.2609 5.1813 -0.9591 0.031 0.036 0.023 0.0000
H 5.7664 3.4984 -1.3069 0.043 0.023 0.026 0.0000
H 7.8229 2.2408 -0.7783 -0.042 -0.025 0.002 0.0000
H 7.7148 -0.1998 -0.3821 -0.036 0.033 0.037 0.0000
H 5.5368 -1.3629 -0.4427 0.009 0.038 -0.058 0.0000
H 3.4798 -0.1162 -0.9661 0.055 -0.030 0.043 -0.0002
H -1.3929 2.6656 -1.5561 0.025 0.009 -0.048 0.0005
H -2.5184 3.7976 -3.4205 0.016 -0.031 -0.011 0.0000
H -3.1746 2.5187 -5.4394 0.033 -0.030 0.049 0.0000
H -2.7509 0.0893 -5.5542 -0.006 0.016 0.067 -0.0001
H -1.7020 -1.0778 -3.6496 -0.010 0.050 -0.038 -0.0001
H 0.5334 -2.0756 0.4882 0.113 -0.034 -0.046 0.0046
H 1.7748 -4.1501 -0.0074 -0.013 0.033 -0.028 0.0002
H 2.2965 -4.7473 -2.3531 0.016 0.071 0.009 0.0001
H 1.6710 -3.2086 -4.1863 -0.010 0.002 0.039 0.0001
H 0.4335 -1.1509 -3.7150 0.022 -0.007 0.018 0.0007
```
Forces are in eV/Å.

E ... -164275.20718 eV
E_HOMO (spin up / spin down) ... -12.433 / -12.434 eV
Spin multiplicity ... 2
Relative energy (zero: lowest compared OMol25 entry of this formula, charge and spin) ... 211.4 kJ/mol
Charge ... +2



Formula: C6H15N2
Source: the OMol25 dataset
Level of theory: wB97M-V/def2-TZVPD

Structure (XYZ):
```
23
Properties=species:S:1:pos:R:3:forces:R:3:lowdin_charge:R:1
C 1.3539 0.7247 2.3675 -3.100 2.319 3.032 -0.0994
C 0.4470 1.2856 -1.5112 -2.852 1.169 0.895 -0.0419
C -1.8508 0.6240 -0.8193 -3.373 0.997 -0.051 -0.1096
C -0.7937 -1.5160 0.8940 -1.083 1.077 1.692 0.0069
C -0.5050 0.1038 -1.1831 -0.122 0.148 -0.710 -0.3638
C -0.0549 -0.9470 -0.1824 2.426 -1.525 -4.227 -0.2626
N 1.6456 0.5123 1.1948 1.611 -0.326 -2.682 0.0254
N 1.0081 -1.6483 -0.6113 1.288 1.625 0.284 0.1878
H 1.6901 1.5931 3.0049 0.407 -1.197 -0.460 0.1056
H 0.3383 0.3258 2.7129 1.610 -0.072 0.038 0.0875
H 1.3863 1.0200 -1.9661 0.041 0.115 -0.589 0.0713
H 0.6251 1.7858 -0.5488 0.125 0.215 -0.540 0.0609
H -0.3592 1.9409 -2.0905 2.740 -0.979 0.607 0.1379
H -2.3921 1.4345 -1.3890 1.730 -0.277 -0.031 0.1177
H -2.7058 -0.0536 -0.9214 0.575 -0.926 0.153 0.0975
H -1.9544 0.9658 0.1955 0.394 0.340 0.613 0.0780
H -1.6726 -0.8041 1.0707 1.056 -1.813 0.383 0.1198
H -0.0160 -1.4614 1.6725 -0.625 0.146 0.577 0.0922
H -0.9707 -2.6138 0.8406 -0.341 0.911 -0.423 0.1420
H -0.6079 -0.3718 -2.1779 0.093 -0.574 0.647 0.1676
H 1.7332 -1.1660 -1.1718 -1.312 -0.099 -0.312 0.1441
H 1.5930 -2.1376 0.0501 -0.748 -0.809 0.532 0.1341
H 2.4452 1.0706 0.8254 -0.538 -0.463 0.570 0.1012
```
Forces are in eV/Å.

E ... -9436.62539 eV
E_HOMO ... -14.201 eV
Relative energy (zero: lowest compared OMol25 entry of this formula, charge and spin) ... 322.9 kJ/mol
Charge ... +1



Formula: C7H10
Source: the OMol25 dataset
Level of theory: wB97M-V/def2-TZVPD

Structure (XYZ):
```
17
Properties=species:S:1:pos:R:3:forces:R:3:lowdin_charge:R:1
C 1.4609 -0.7557 -0.2701 0.144 -0.023 -0.084 -0.1428
C 0.7929 0.5850 0.1005 -0.003 0.166 0.033 -0.2676
C -0.0713 1.2102 -1.0215 -0.121 0.015 -0.016 -0.2098
C -1.5427 1.0384 -0.7824 0.360 -0.078 0.303 0.0754
C -1.6178 0.3872 0.5595 -0.037 -0.048 -0.131 -0.2192
C -0.2580 -0.2022 0.9254 -0.098 0.057 0.063 -0.2771
C 0.1540 -1.4709 0.1353 -0.052 -0.163 0.002 -0.1323
H 1.8155 -0.8755 -1.3000 -0.059 0.010 0.136 0.1026
H 2.2792 -0.9990 0.4149 -0.109 0.041 -0.105 0.1062
H 1.4126 1.3298 0.6109 -0.099 -0.130 -0.073 0.1311
H 0.1405 0.7822 -2.0157 -0.072 0.062 0.097 0.1208
H 0.0974 2.2868 -1.1727 -0.002 -0.120 -0.006 0.1147
H -0.5080 -1.6213 -0.7254 0.077 -0.018 0.114 0.1137
H -1.8528 1.2783 1.1798 0.016 -0.051 -0.076 0.1355
H -2.4783 -0.2805 0.6856 0.081 0.127 -0.046 0.1086
H -0.0539 -0.2762 1.9977 -0.047 0.013 -0.153 0.1377
H 0.2298 -2.4166 0.6781 0.022 0.139 -0.056 0.1025
```
Forces are in eV/Å.

E ... -7417.08554 eV
E_HOMO ... -8.313 eV
Relative energy (zero: lowest compared OMol25 entry of this formula, charge and spin) ... 381.0 kJ/mol